Molecular formula: C28H42CaNO2Si
Method: DFT, the ωB97M-V functional and the def2-TZVPD basis

Values from the calculation:
Energy relative to the best compared isomer or geometry (same formula, charge and spin) = 18.9 kcal per mole
E = -61620.875 eV
Charge = -1
Frontier orbital gap = 5.86 eV

Cartesian coordinates (Å):
O: 0.200 -0.034 -5.897
C: 0.373 1.229 -6.641
C: 0.322 0.590 -8.008
H: 1.362 1.673 -6.487
H: -0.433 1.943 -6.428
C: 0.333 -0.720 -7.187
H: 1.202 0.789 -8.615
H: -0.592 0.848 -8.551
C: 1.661 -1.452 -7.262
H: 2.495 -0.777 -7.024
H: 1.795 -1.844 -8.279
H: 1.674 -2.309 -6.579
C: -0.858 -1.557 -7.585
H: -1.773 -0.964 -7.518
H: -0.948 -2.452 -6.972
H: -0.727 -1.870 -8.626
Ca: -0.176 0.130 -0.151
C: -2.595 -0.551 0.934
C: -2.502 0.865 0.919
C: -2.565 1.300 -0.425
H: -2.381 1.514 1.798
C: -2.572 0.139 -1.261
C: -2.556 -0.998 -0.409
H: -2.571 -2.042 -0.738
H: -2.799 -1.179 1.812
H: -2.662 2.341 -0.761
H: -2.649 0.130 -2.354
C: 1.065 -2.007 1.056
C: 0.240 -2.563 0.044
C: 0.728 -2.113 -1.216
H: -0.534 -3.318 0.211
C: 1.868 -1.289 -0.981
C: 2.090 -1.252 0.431
H: 2.927 -0.759 0.931
H: 0.962 -2.198 2.129
H: 0.347 -2.430 -2.193
H: 2.463 -0.775 -1.740
O: 1.923 1.638 -4.451
C: 0.869 0.999 -3.680
C: -0.372 1.879 -3.775
H: 1.192 0.962 -2.611
H: 0.711 -0.018 -4.042
C: 0.224 3.282 -3.951
H: -0.978 1.778 -2.882
H: -1.007 1.565 -4.603
C: 1.750 3.050 -4.189
H: 0.070 3.854 -3.033
H: -0.259 3.833 -4.765
H: 2.353 3.292 -3.288
H: 2.192 3.592 -5.046
C: 0.966 2.926 0.075
Si: 1.041 2.689 1.943
C: 2.753 3.032 2.608
C: -0.170 3.769 2.881
N: 0.532 1.036 2.046
C: 0.627 0.335 3.204
C: 1.876 0.118 3.856
C: 1.912 -0.555 5.072
C: 0.732 -1.086 5.616
C: -0.504 -0.902 4.977
C: -0.558 -0.204 3.777
H: 1.326 3.949 -0.119
H: -0.069 2.864 -0.323
H: 1.635 2.230 -0.477
H: 2.949 4.115 2.565
H: 2.855 2.717 3.658
H: 3.532 2.518 2.023
H: -1.149 3.803 2.384
H: -0.323 3.401 3.908
H: 0.220 4.797 2.949
H: 2.777 0.524 3.392
H: 2.872 -0.653 5.589
H: 0.790 -1.652 6.550
H: -1.428 -1.285 5.415
H: -1.511 -0.006 3.284

Atom charges from the Mulliken analysis, given in e for atoms 1 to 5: number 1, O, carries -0.212; number 2, C, carries -0.279; number 3, C, carries -0.904; number 4, H, carries 0.120; number 5, H, carries 0.255

***

Molecular formula: C28H42F15N2O12
Method: DFT, the ωB97M-V functional and the def2-TZVPD basis

Values from the calculation:
E = -98028.391 eV
Charge = -1
Frontier orbital gap = 3.84 eV

Cartesian coordinates (Å):
C: 3.134 -1.886 -2.125
O: 2.835 -0.540 -2.578
C: 1.418 -0.250 -2.333
N: 1.053 1.126 -2.642
C: -0.359 1.221 -3.036
C: -1.393 0.680 -1.926
C: -2.931 0.729 -2.459
C: -3.701 -0.549 -1.901
N: -4.435 -1.349 -2.938
C: -3.560 -2.201 -3.729
C: -1.980 -2.138 -3.758
O: -4.113 -3.036 -4.493
H: 3.551 -2.469 -3.020
H: 3.926 -1.836 -1.305
H: 2.199 -2.432 -1.764
H: 1.254 -0.473 -1.209
H: 0.820 -1.025 -2.961
H: -0.652 2.315 -3.219
H: -0.472 0.696 -4.058
H: -1.319 1.418 -1.053
H: -1.143 -0.350 -1.526
H: -2.831 0.719 -3.603
H: -3.413 1.721 -2.178
H: -3.065 -1.262 -1.289
H: -4.507 -0.154 -1.183
H: -5.023 -2.004 -2.391
H: -1.703 -1.075 -4.092
H: -1.473 -2.380 -2.776
H: -1.547 -2.817 -4.570
C: 1.161 -4.665 3.823
C: 2.213 -3.652 3.418
O: 3.114 -4.205 2.447
C: 2.637 -4.253 1.193
O: 1.545 -3.874 0.872
C: 3.681 -4.813 0.232
F: 4.260 -5.941 0.693
F: 4.683 -3.937 0.008
F: 3.168 -5.121 -0.972
H: 1.631 -5.584 4.180
H: 0.524 -4.262 4.610
H: 0.527 -4.940 2.977
H: 2.814 -3.383 4.289
H: 1.764 -2.729 3.040
C: -5.362 -2.610 0.917
C: -4.000 -3.274 0.955
O: -3.184 -2.717 1.998
C: -3.448 -3.143 3.243
O: -4.304 -3.938 3.524
C: -2.484 -2.505 4.239
F: -2.369 -1.179 4.060
F: -1.242 -3.014 4.129
F: -2.859 -2.686 5.515
H: -5.256 -1.527 0.823
H: -5.951 -2.985 0.078
H: -5.919 -2.796 1.838
H: -3.476 -3.087 0.015
H: -4.079 -4.359 1.068
C: -0.881 4.538 -8.223
C: -0.497 5.649 -7.265
O: -1.511 5.842 -6.267
C: -1.518 4.944 -5.262
O: -0.751 4.030 -5.168
C: -2.610 5.281 -4.251
F: -3.794 5.543 -4.842
F: -2.296 6.370 -3.522
F: -2.830 4.288 -3.382
H: -1.860 4.735 -8.664
H: -0.142 4.445 -9.021
H: -0.951 3.578 -7.707
H: -0.415 6.591 -7.813
H: 0.473 5.464 -6.797
C: 6.660 1.018 3.400
C: 7.295 -0.042 4.278
O: 6.555 -0.212 5.499
C: 5.427 -0.935 5.401
O: 5.022 -1.425 4.383
C: 4.760 -1.075 6.766
F: 4.673 0.100 7.417
F: 5.443 -1.911 7.571
F: 3.511 -1.557 6.682
H: 6.553 1.956 3.949
H: 7.266 1.195 2.509
H: 5.660 0.721 3.080
H: 8.301 0.274 4.564
H: 7.395 -0.996 3.754
C: -1.764 5.586 2.922
C: -0.517 5.054 2.245
O: -0.369 3.645 2.474
C: -1.147 2.846 1.721
O: -1.930 3.240 0.903
C: -0.865 1.378 2.029
F: -0.839 1.125 3.355
F: 0.322 0.986 1.541
F: -1.785 0.555 1.505
H: -1.756 5.341 3.987
H: -1.833 6.670 2.806
H: -2.666 5.138 2.499
H: 0.365 5.534 2.675
H: -0.512 5.271 1.174

Atom charges from the Mulliken analysis, given in e for atoms 1 to 5: number 1, C, carries -0.368; number 2, O, carries -0.405; number 3, C, carries 0.170; number 4, N, carries -0.880; number 5, C, carries 0.079

***

Molecular formula: C28H42GaN8OP2S
Method: DFT, the ωB97M-V functional and the def2-TZVPD basis

Values from the calculation:
E = -125474.654 eV
Charge = -1
Frontier orbital gap = 6.36 eV

Cartesian coordinates (Å):
N: 2.650 -1.196 -1.384
P: 2.488 0.464 -0.760
O: 2.680 1.460 -2.116
Ga: 0.225 0.531 -0.103
P: -1.215 -0.232 -1.849
S: -1.198 0.968 -3.417
H: 3.088 -1.209 -2.291
H: 3.222 -1.686 -0.717
H: 3.621 1.497 -2.277
H: 0.115 -0.519 1.126
H: -0.299 1.979 0.287
H: -0.877 -1.540 -2.288
H: -2.538 -0.263 -1.324
N: 3.626 2.601 4.979
C: 2.993 3.370 4.034
C: 2.581 2.538 3.028
C: 2.976 1.219 3.376
C: 3.616 1.285 4.584
H: 4.022 2.947 5.832
H: 2.891 4.434 4.162
H: 2.054 2.837 2.139
H: 2.807 0.326 2.799
H: 4.063 0.519 5.194
N: -4.176 -2.944 0.361
C: -5.409 -2.859 0.947
C: -6.331 -2.662 -0.046
C: -5.625 -2.630 -1.278
C: -4.297 -2.809 -0.993
H: -3.314 -3.085 0.852
H: -5.522 -2.946 2.014
H: -7.393 -2.551 0.097
H: -6.043 -2.490 -2.261
H: -3.433 -2.849 -1.633
N: 3.231 4.416 -5.321
C: 3.905 4.244 -6.501
C: 4.346 2.947 -6.541
C: 3.917 2.316 -5.342
C: 3.232 3.249 -4.609
H: 2.800 5.268 -5.023
H: 4.009 5.051 -7.205
H: 4.908 2.500 -7.344
H: 4.086 1.293 -5.053
H: 2.742 3.178 -3.653
N: -0.799 -4.200 1.994
C: -1.146 -5.365 1.366
C: -0.894 -6.398 2.231
C: -0.379 -5.831 3.426
C: -0.333 -4.473 3.249
H: -0.865 -3.279 1.595
H: -1.539 -5.360 0.364
H: -1.061 -7.442 2.028
H: -0.075 -6.359 4.314
H: -0.010 -3.683 3.903
N: 6.857 3.315 5.136
C: 7.448 4.330 4.439
C: 8.735 4.457 4.893
C: 8.926 3.477 5.902
C: 7.749 2.787 6.027
H: 5.908 3.005 5.011
H: 6.906 4.870 3.682
H: 9.458 5.171 4.539
H: 9.824 3.297 6.468
H: 7.472 1.968 6.669
N: -6.981 -0.456 3.891
C: -8.211 -0.374 4.487
C: -9.140 -0.183 3.498
C: -8.442 -0.151 2.261
C: -7.111 -0.324 2.536
H: -6.114 -0.590 4.374
H: -8.317 -0.459 5.554
H: -10.201 -0.079 3.646
H: -8.867 -0.017 1.281
H: -6.254 -0.364 1.890
N: -1.732 -0.582 -6.567
C: -2.378 0.125 -7.537
C: -2.766 -0.755 -8.516
C: -2.336 -2.046 -8.114
C: -1.702 -1.902 -6.905
H: -1.337 -0.186 -5.724
H: -2.508 1.189 -7.448
H: -3.300 -0.500 -9.417
H: -2.476 -2.972 -8.647
H: -1.235 -2.625 -6.260

Atom charges from the Mulliken analysis, given in e for atoms 1 to 5: number 1, N, carries -0.626; number 2, P, carries -0.006; number 3, O, carries -0.305; number 4, Ga, carries 0.242; number 5, P, carries 0.089

***

Record order is preserved below.
HOMO energy: -3.6, -1.7, -4.2 eV
Record order is preserved below.
LUMO level: 2.3, 2.1, 2.2 eV